Entry 1:
This record from OMol25 describes an isolated molecule of C4H7N3O at a distorted geometry. The level of theory is wB97M-V/def2-TZVPD.

CARTESIAN COORDINATES (ANGSTROEM)
C (-2.08, 0.10, 2.23)
N (-2.44, 0.20, 1.00)
N (-1.47, 0.47, 0.10)
C (-0.15, -0.06, 0.08)
O (0.46, -0.60, 0.93)
N (0.45, 0.28, -1.22)
C (1.95, 0.50, -1.02)
C (1.40, -0.80, -1.60)
H (-1.11, 0.30, 2.73)
H (-2.83, -0.04, 2.95)
H (-1.81, 0.69, -0.79)
H (2.23, 1.28, -1.83)
H (2.39, 0.41, -0.07)
H (1.54, -1.63, -0.85)
H (1.45, -1.08, -2.64)

The relative energy (zero: lowest compared OMol25 entry of this formula, charge and spin) comes out at 305.02 kJ/mol. As for the energy: -396.03223 Ha. The frontier orbital gap comes out at 10.560 eV. The HOMO energy is -9.450 eV. Its SMILES is C=NNC(=O)N1CC1. The spin multiplicity is 1.

Löwdin population analysis, charges in e, atoms 1 to 4: -0.0272, -0.0164, 0.0241, -0.4980



Entry 2:
This record from OMol25 describes the ion C2H2O3 with charge +1 at a distorted geometry. The level of theory is wB97M-V/def2-TZVPD.

CARTESIAN COORDINATES (ANGSTROEM)
C (-0.17, -0.70, 0.68)
O (-0.88, -0.09, -0.29)
C (0.05, 0.85, -0.66)
O (1.03, 0.78, 0.09)
O (0.04, 1.26, -1.86)
H (-0.58, -0.60, 1.69)
H (0.51, -1.50, 0.35)

The relative energy (zero: lowest compared OMol25 entry of this formula, charge and spin) comes out at 50.15 kJ/mol. As for the energy: -302.63958 Ha. The frontier orbital gap (spin up / spin down) comes out at 11.063 / 8.503 eV. The HOMO energy (spin up / spin down) is -19.016 / -18.967 eV. Its expectation value of S² is 0.755. The spin multiplicity is 2. Its charge is +1.

Löwdin population analysis, charges in e, atoms 1 to 4: 0.3210, 0.1380, -0.4988, 0.2380



Entry 3:
This record from OMol25 describes an isolated molecule of C3H3N3S at a distorted geometry. The level of theory is wB97M-V/def2-TZVPD.

CARTESIAN COORDINATES (ANGSTROEM)
S (2.54, -0.40, -0.01)
C (1.13, 0.63, -0.02)
C (-0.12, 0.16, 0.01)
N (-0.55, -1.15, 0.02)
C (-1.83, -1.02, -0.01)
N (-2.25, 0.30, -0.01)
N (-1.17, 1.05, -0.01)
H (3.48, 0.58, 0.03)
H (1.26, 1.70, 0.06)
H (-2.50, -1.84, -0.06)

The relative energy (zero: lowest compared OMol25 entry of this formula, charge and spin) comes out at 183.79 kJ/mol. As for the energy: -678.50929 Ha. The frontier orbital gap comes out at 8.236 eV. The HOMO energy is -9.700 eV. Its SMILES is S/C=C1\N=CN=N1. The spin multiplicity is 1.

Löwdin population analysis, charges in e, atoms 1 to 4: 0.8349, -0.3745, -0.5339, 0.1120



Entry 4:
This record from OMol25 describes a structure of composition C31H27N4O2PPtS. The level of theory is wB97M-V/def2-TZVPD.

CARTESIAN COORDINATES (ANGSTROEM)
Pt (0.03, -1.44, -0.47)
O (6.50, -0.25, 1.62)
C (6.23, -0.96, 0.41)
C (4.75, -1.01, 0.19)
C (4.19, -0.69, -1.07)
C (2.83, -0.76, -1.23)
N (2.00, -1.11, -0.23)
C (2.52, -1.48, 0.99)
C (3.91, -1.40, 1.20)
C (1.58, -1.95, 1.92)
C (1.85, -2.15, 3.29)
C (0.85, -2.49, 4.16)
C (1.10, -2.66, 5.63)
O (2.45, -2.94, 5.97)
C (-0.47, -2.64, 3.64)
C (-0.69, -2.46, 2.31)
N (0.29, -2.16, 1.43)
H (7.45, -0.25, 1.77)
H (6.62, -1.98, 0.48)
H (6.71, -0.48, -0.45)
H (4.82, -0.39, -1.90)
H (2.36, -0.50, -2.17)
H (4.32, -1.66, 2.17)
H (2.84, -1.96, 3.67)
H (0.43, -3.43, 6.02)
H (0.85, -1.73, 6.15)
H (2.72, -3.72, 5.48)
H (-1.29, -2.93, 4.29)
H (-1.67, -2.62, 1.89)
N (0.04, -0.17, -1.96)
P (-1.13, 0.95, -1.74)
C (-1.08, 2.13, -3.11)
C (-2.19, 2.90, -3.46)
C (-2.10, 3.82, -4.49)
C (-0.91, 3.97, -5.19)
C (0.19, 3.19, -4.85)
C (0.11, 2.27, -3.82)
C (-2.74, 0.16, -1.68)
C (-3.84, 0.64, -1.11)
C (-5.04, -0.18, -0.93)
C (-5.05, -1.48, -1.21)
C (-3.84, -2.18, -1.74)
C (-2.62, -1.30, -2.03)
C (-1.04, 1.98, -0.25)
C (-1.21, 1.42, 1.02)
C (-1.18, 2.21, 2.15)
C (-0.98, 3.58, 2.03)
C (-0.81, 4.16, 0.78)
C (-0.83, 3.36, -0.36)
H (-3.13, 2.77, -2.92)
H (-2.97, 4.41, -4.76)
H (-0.84, 4.68, -5.99)
H (1.12, 3.30, -5.40)
H (0.96, 1.65, -3.55)
H (-3.85, 1.66, -0.73)
H (-5.93, 0.29, -0.53)
H (-5.94, -2.08, -1.04)
H (-4.09, -2.90, -2.53)
H (-2.14, -1.45, -3.01)
H (-1.37, 0.35, 1.12)
H (-1.30, 1.76, 3.12)
H (-0.97, 4.21, 2.92)
H (-0.65, 5.22, 0.69)
H (-0.67, 3.81, -1.32)
S (-3.21, -4.10, 0.33)
C (-2.93, -2.82, -0.68)
N (-1.90, -1.99, -0.94)

The relative energy (zero: lowest compared OMol25 entry of this formula, charge and spin) comes out at 149.88 kJ/mol. As for the energy: -2425.78713 Ha. The frontier orbital gap (spin up / spin down) comes out at 5.201 / 5.846 eV. The HOMO energy (spin up / spin down) is -5.179 / -7.545 eV. Its expectation value of S² is 2.023. The spin multiplicity is 3.

Löwdin population analysis, charges in e, atoms 1 to 4: 1.2150, -0.0557, -0.2120, -0.2040



Entry 5:
This record from OMol25 describes a structure of composition C8H12KO5 at a distorted geometry. The level of theory is wB97M-V/def2-TZVPD.

CARTESIAN COORDINATES (ANGSTROEM)
O (-2.09, 0.09, -1.55)
C (-3.92, -1.34, 1.16)
C (-3.19, -2.43, 0.85)
C (-1.37, -0.64, -2.43)
O (-0.06, -0.71, -2.27)
O (-1.83, -0.84, -3.54)
K (-4.51, 0.11, -5.86)
H (-5.01, -1.39, 1.19)
H (-3.47, -0.49, 1.67)
H (-2.13, -2.48, 1.10)
H (-3.62, -3.23, 0.24)
C (0.50, -0.71, -0.99)
C (1.45, 0.14, -0.63)
C (2.20, -0.03, 0.66)
C (2.15, 1.17, 1.60)
O (3.05, 2.20, 1.18)
C (4.12, 2.39, 1.90)
O (4.75, 3.41, 1.36)
H (0.15, -1.54, -0.37)
H (1.67, 1.01, -1.27)
H (-2.99, 0.34, -1.81)
H (3.26, -0.25, 0.44)
H (1.81, -0.90, 1.20)
H (2.44, 0.86, 2.61)
H (1.15, 1.61, 1.64)
H (5.50, 3.64, 1.92)

The relative energy (zero: lowest compared OMol25 entry of this formula, charge and spin) comes out at 0.00 kJ/mol. As for the energy: -1287.85128 Ha. The frontier orbital gap comes out at 6.320 eV. The HOMO energy is -10.618 eV. The spin multiplicity is 1. Its charge is +1.

Löwdin population analysis, charges in e, atoms 1 to 4: 0.1250, -0.0861, -0.0797, -0.5845